The following is a quantum chemistry calculation of H3NP2S as an isolated structure, from OMol25.

- net charge = 0
- E_HOMO (eV) = -7.93
- energy relative to the best compared isomer or geometry (same formula, charge and spin) (eV) = 1.6412

XYZ file:
```
7
Properties=species:S:1:pos:R:3:forces:R:3
N 0.313689 -0.376128 -0.091169 1.014 -1.479 -1.386
P -0.558050 0.102584 -1.512503 0.799 3.376 0.746
P -0.602737 0.176154 1.247398 0.659 1.461 0.242
S -2.044214 0.928439 -0.147099 -0.243 -0.218 -0.157
H 0.968737 -1.217673 -0.114311 -1.372 1.818 0.181
H -0.124240 1.841301 -1.644646 -0.053 -3.130 -0.271
H -1.379779 -0.899831 1.437993 -0.805 -1.827 0.645
```
Forces are in eV/Å.

Atomic partial charges in e from the Mulliken method, atoms 1 to 2: N -0.303; P 0.059

---

The following is a quantum chemistry calculation of a 14-piece molecular cluster, C17H62N16O14 overall, from OMol25.

- net charge = 0
- E_HOMO (eV) = -8.39
- energy relative to the best compared isomer or geometry (same formula, charge and spin) (eV) = 2.1980

XYZ file:
```
109
Properties=species:S:1:pos:R:3:forces:R:3
C 1.214468 -4.083202 3.803486 0.331 -0.825 -0.495
C 0.416468 -3.896202 2.538486 0.692 1.500 1.665
O -0.105532 -2.601202 2.635486 -1.994 -0.124 -0.598
H 0.630468 -3.902202 4.688486 -0.339 0.264 0.255
H 2.154468 -3.527202 3.851486 -0.228 0.039 -0.192
H 1.403468 -5.123202 3.755486 0.929 -1.389 0.658
H -0.374532 -4.603202 2.486486 -0.929 -0.534 -0.015
H 1.031468 -4.044202 1.676486 0.511 0.029 -0.842
H 0.595468 -1.991202 2.454486 0.767 0.716 -0.281
C -4.420532 -3.512202 0.825486 -1.553 1.022 -1.782
C -3.102532 -3.175202 0.170486 0.952 -0.159 2.105
O -3.340532 -2.274202 -0.839514 -0.185 0.822 -1.858
H -4.353532 -4.352202 1.448486 0.049 -1.497 0.665
H -5.193532 -3.652202 -0.008514 0.874 -0.109 1.273
H -4.791532 -2.699202 1.479486 0.302 -0.102 -0.576
H -2.466532 -4.070202 -0.099514 -0.837 0.675 -0.131
H -2.564532 -2.609202 0.934486 0.614 -0.371 0.303
H -2.507532 -1.867202 -1.137514 -0.173 -0.291 -0.188
C 1.475468 4.525798 -1.902514 0.740 -2.122 -0.253
C 1.593468 3.884798 -0.579514 0.370 1.705 1.886
O 2.930468 3.437798 -0.312514 -0.237 -2.603 -0.136
H 0.446468 4.736798 -2.043514 -0.780 0.704 -0.647
H 1.803468 3.725798 -2.559514 -0.313 0.134 -1.011
H 2.183468 5.313798 -2.007514 0.115 1.046 -0.087
H 0.891468 3.091798 -0.354514 0.253 -0.624 -0.369
H 1.363468 4.600798 0.183486 -0.195 0.449 0.644
H 3.656468 4.032798 -0.271514 0.074 1.604 -0.014
C -3.606532 -1.414202 3.600486 4.037 2.490 -3.649
O -3.164532 -0.517202 2.658486 -1.842 -4.550 4.629
N -4.736532 -1.290202 4.239486 -4.838 2.399 -2.005
N -2.846532 -2.456202 3.968486 2.037 0.176 -0.982
H -5.452532 -0.853202 3.526486 1.513 -0.812 2.639
H -5.069532 -1.781202 5.062486 0.386 -0.083 -0.634
H -1.927532 -2.473202 3.508486 -0.286 -0.102 0.318
H -3.122532 -3.272202 4.485486 -0.419 0.311 0.013
C 2.976468 -0.838202 0.909486 -6.517 4.158 6.608
O 2.038468 -1.152202 1.862486 4.829 0.687 -3.951
N 3.264468 0.425798 0.600486 -0.265 2.972 0.196
N 3.560468 -1.604202 0.102486 4.981 -6.023 -3.047
H 2.936468 1.217798 1.254486 0.690 -1.800 -1.714
H 3.487468 0.716798 -0.465514 -0.651 -0.709 2.459
H 3.489468 -2.619202 0.224486 0.103 0.519 0.323
H 4.489468 -1.307202 -0.290514 -1.434 -0.403 0.655
C -4.582532 1.452798 0.189486 0.289 2.275 3.764
O -4.388532 2.411798 1.054486 -0.904 -3.320 -3.067
N -4.530532 0.143798 0.483486 1.798 -1.189 1.250
N -4.987532 1.721798 -1.039514 -1.283 2.371 -2.645
H -3.891532 -0.040202 1.314486 -1.185 0.184 -0.561
H -4.311532 -0.568202 -0.231514 -0.400 0.780 0.125
H -5.190532 2.753798 -1.204514 0.227 -2.231 0.091
H -5.420532 0.979798 -1.609514 0.328 0.978 0.570
C 1.112468 0.225798 -4.061514 -5.980 5.064 -1.879
O 0.211468 1.110798 -4.722514 4.949 -4.448 4.004
N 1.936468 -0.510202 -4.695514 3.260 -2.888 -3.471
N 1.234468 0.006798 -2.714514 0.543 -0.162 -1.685
H 2.051468 -0.462202 -5.687514 -0.719 0.601 -0.439
H 2.579468 -1.271202 -4.358514 -1.459 1.640 0.107
H 0.611468 0.475798 -2.140514 -1.613 0.589 1.487
H 1.620468 -0.930202 -2.440514 -0.986 1.463 -0.106
C 2.507468 -2.983202 -2.975514 -4.477 -9.026 -1.286
O 1.920468 -4.167202 -3.376514 2.568 5.661 1.571
N 2.111468 -2.394202 -1.883514 -1.683 0.497 3.488
N 3.459468 -2.429202 -3.591514 5.212 0.296 -3.693
H 1.272468 -2.868202 -1.497514 1.197 0.368 0.155
H 2.815468 -1.914202 -1.222514 -1.862 -0.841 -1.493
H 3.853468 -3.013202 -4.344514 -0.304 0.544 0.588
H 3.991468 -1.553202 -3.356514 -0.480 -0.486 0.336
C -1.726532 3.835798 2.638486 0.246 -3.116 -1.833
O -1.360532 2.610798 2.322486 -0.277 3.775 1.320
N -0.961532 4.865798 3.008486 2.229 1.413 1.722
N -2.954532 4.208798 2.397486 -4.327 -1.638 -0.534
H 0.004468 4.598798 3.090486 0.686 0.047 0.060
H -1.240532 5.720798 3.557486 -0.044 -1.879 -1.173
H -3.645532 3.437798 2.072486 1.495 1.541 0.497
H -3.337532 5.104798 2.669486 0.437 -0.258 -0.129
C 4.559468 0.954798 -2.392514 -1.152 -5.601 -3.859
O 4.703468 -0.162202 -3.156514 0.547 5.167 3.321
N 3.412468 1.293798 -1.888514 -2.232 -0.045 -0.472
N 5.447468 1.837798 -1.973514 5.013 0.467 1.638
H 2.560468 0.868798 -2.275514 -0.419 -0.485 -0.103
H 3.291468 2.244798 -1.555514 0.064 0.489 0.374
H 5.567468 1.758798 -0.939514 -0.782 0.678 -0.813
H 6.384468 1.591798 -2.260514 0.293 0.115 -0.718
C 1.979468 2.398798 2.747486 -3.698 8.427 -1.688
O 1.590468 3.743798 2.432486 2.784 -6.180 1.621
N 1.112468 1.494798 2.874486 -3.222 -3.599 0.651
N 3.187468 1.991798 2.826486 8.612 1.045 -0.150
H 0.183468 1.770798 2.589486 -1.256 0.392 0.336
H 1.323468 0.495798 3.059486 -0.100 1.197 -0.435
H 3.945468 2.726798 2.505486 -2.134 -2.134 1.281
H 3.537468 1.013798 3.040486 -1.090 1.967 -0.189
C -1.632532 2.245798 -2.003514 0.137 1.337 2.328
O -2.792532 2.912798 -2.513514 0.473 -0.409 -0.422
H -0.759532 2.928798 -1.861514 -0.697 -0.145 -1.372
H -1.343532 1.343798 -2.512514 -0.009 -0.257 -0.425
H -1.740532 2.107798 -0.906514 -0.576 -0.793 -0.359
H -3.529532 2.273798 -2.500514 0.739 0.377 0.182
C -1.461532 -2.940202 -3.417514 1.084 -1.381 -2.541
O -1.119532 -1.863202 -2.665514 1.174 2.402 2.568
H -1.618532 -3.812202 -2.810514 -0.171 -0.730 0.136
H -0.619532 -3.106202 -4.148514 -0.893 -0.453 0.483
H -2.352532 -2.728202 -4.012514 -0.018 0.135 0.313
H -0.224532 -1.957202 -2.249514 -1.457 0.072 -0.933
C -0.572532 -0.191202 0.466486 1.537 -1.078 0.939
O 0.348468 0.560798 -0.268514 1.139 1.210 -1.230
H -0.035532 -1.199202 0.573486 -1.712 0.976 0.367
H -1.505532 -0.227202 -0.072514 -0.235 -0.130 -0.139
H -0.695532 0.367798 1.396486 -0.641 -0.864 0.262
H 1.218468 0.548798 0.164486 -0.717 0.032 0.067
```
Forces are in eV/Å.

Atomic partial charges in e from the Mulliken method, atoms 1 to 2: C -1.191; C -0.325

---

The following is a quantum chemistry calculation of one molecule with the formula C3H5N3, from OMol25.

- SMILES string = Cn1cncn1
- net charge = 0
- E_HOMO (eV) = -9.90
- energy relative to the best compared isomer or geometry (same formula, charge and spin) (eV) = 0.5048

XYZ file:
```
11
Properties=species:S:1:pos:R:3:forces:R:3
C 1.269946 0.322004 0.964460 0.092 0.140 0.130
N 0.094159 0.172545 0.130417 0.020 -0.331 0.155
C -1.057016 -0.483331 0.375681 0.067 -0.065 -0.009
N -1.751827 -0.625932 -0.732785 0.136 0.080 0.000
C -0.947792 -0.036659 -1.653583 0.004 0.059 -0.292
N 0.175691 0.461959 -1.182706 -0.193 -0.222 -0.068
H 2.100267 0.556989 0.297068 -0.121 -0.084 0.136
H 1.154399 1.138695 1.679736 -0.039 -0.109 -0.019
H 1.472291 -0.616436 1.489338 -0.008 0.215 -0.058
H -1.345265 -0.875127 1.343833 0.150 0.196 -0.092
H -1.164853 -0.014708 -2.711460 -0.108 0.120 0.117
```
Forces are in eV/Å.

Atomic partial charges in e from the Mulliken method, atoms 1 to 2: C -0.769; N 0.543